No. 1
Density functional theory data (ωB97M-V with the def2-TZVPD basis set) for 2 unconnected molecules or ions with the total composition C9H16N3 in a non-equilibrium geometry.

Geometry (Å):
C  4.554  0.890  2.508
C  2.886  -0.166  1.147
N  2.136  -1.171  0.754
N  3.731  -0.278  2.219
N  2.822  0.970  0.418
H  1.966  -2.018  1.272
H  1.483  -1.160  -0.022
H  3.224  -0.645  3.019
H  3.536  1.638  0.687
H  2.023  1.527  0.152
H  5.281  0.989  1.697
H  5.249  0.663  3.380
H  4.100  1.809  2.863
C  -4.881  -0.639  -1.819
C  -0.925  0.442  -0.662
C  -1.969  0.541  0.282
C  -1.114  0.011  -1.935
C  -3.167  -0.035  -0.137
C  -2.387  -0.326  -2.403
C  -3.453  -0.281  -1.502
H  0.051  0.328  -0.155
H  -1.703  0.787  1.303
H  -0.408  0.121  -2.768
H  -3.919  -0.304  0.609
H  -2.838  -0.651  -3.333
H  -5.338  -1.423  -1.207
H  -5.137  -0.850  -2.853
H  -5.387  0.244  -1.415

Calculated values
Max |F|, eV Å⁻¹: 3.17
HOMO level, Eh: -0.420
Charge: +1
Energy relative to the best compared isomer or geometry (same formula, charge and spin), eV: 2.638

***

No. 2
Density functional theory data (ωB97M-V with the def2-TZVPD basis set) for a molecular structure, C5H5N.

Geometry (Å):
C  1.176  0.206  -0.335
C  1.081  0.783  0.959
C  -0.206  0.552  1.504
N  -1.274  -0.065  0.953
C  -1.127  -0.630  -0.237
C  0.079  -0.552  -0.954
H  2.083  0.288  -0.939
H  0.276  0.712  -1.103
H  -0.409  0.892  2.522
H  -1.981  -1.162  -0.653
H  0.215  -1.061  -1.906

Calculated values
Max |F|, eV Å⁻¹: 0.49
HOMO level, Eh: -0.287
Energy relative to the best compared isomer or geometry (same formula, charge and spin), eV: 4.870

***

No. 3
Density functional theory data (ωB97M-V with the def2-TZVPD basis set) for a single C2H8FN4OPS molecule in a non-equilibrium geometry.

Geometry (Å):
C  -1.774  1.327  -0.940
C  -0.090  1.963  0.614
N  -1.187  -1.420  0.615
N  1.493  -0.618  -0.105
N  -0.069  -1.470  -2.088
N  -0.670  0.909  -0.292
O  -2.393  2.322  -0.976
F  -2.176  0.310  -1.830
P  -0.125  -0.813  -0.558
S  0.179  -3.133  -1.146
H  -0.291  1.709  1.761
H  0.914  2.106  0.473
H  -0.605  2.827  0.438
H  -1.294  -2.389  0.641
H  -0.820  -1.272  1.538
H  1.603  -1.530  0.360
H  2.149  -0.632  -0.902
H  -0.820  -1.361  -2.762

Calculated values
Max |F|, eV Å⁻¹: 5.07
HOMO level, Eh: -0.298
Energy relative to the best compared isomer or geometry (same formula, charge and spin), eV: 0.000
SMILES: CN(C(=O)F)P1(N)(N)NS1

***

Calculated total energy for the records above, in order: -14055.466 -6751.038 -33052.875 eV
Orbital gap for the records above, in order: 8.125 7.899 8.605 eV